Record 1
Molecular formula: C28H36Cl3GeN5ORu
Method: DFT, ωB97M-V with the def2-TZVPD basis set

Geometry (Å):
Ru: 0.343 0.021 0.046
C: -2.056 -1.006 -2.353
N: -1.716 -1.112 -0.936
C: -1.332 -2.506 -0.646
C: 0.070 -2.765 -1.091
C: 0.435 -3.901 -1.793
C: 1.745 -4.045 -2.221
C: 2.641 -3.024 -1.960
C: 2.204 -1.918 -1.257
N: 0.954 -1.802 -0.790
C: -2.818 -0.722 -0.069
C: -2.385 -0.685 1.374
C: -3.334 -0.767 2.383
C: -2.938 -0.696 3.705
C: -1.587 -0.569 3.984
C: -0.697 -0.507 2.931
N: -1.074 -0.553 1.644
C: -2.197 0.399 -2.890
C: -2.640 0.585 -4.197
C: -2.661 1.866 -4.715
C: -2.234 2.919 -3.917
C: -1.840 2.638 -2.622
N: -1.835 1.407 -2.109
H: -2.972 -1.577 -2.565
H: -1.248 -1.484 -2.914
H: -2.031 -3.213 -1.105
H: -1.365 -2.662 0.433
H: -0.313 -4.651 -2.014
H: 2.051 -4.923 -2.773
H: 3.664 -3.066 -2.305
H: 2.860 -1.081 -1.068
H: -3.675 -1.405 -0.171
H: -3.153 0.272 -0.369
H: -4.377 -0.884 2.118
H: -3.667 -0.750 4.502
H: -1.217 -0.525 4.999
H: 0.363 -0.415 3.105
H: -2.950 -0.264 -4.794
H: -2.995 2.044 -5.728
H: -2.214 3.934 -4.289
H: -1.514 3.430 -1.958
C: -1.513 3.976 1.127
C: -0.280 4.089 2.029
C: 0.553 2.850 1.673
O: -0.237 2.078 0.733
C: -1.609 2.480 0.923
H: -1.336 4.462 0.168
H: -2.411 4.401 1.570
H: -0.570 4.064 3.079
H: 0.275 5.008 1.858
H: 0.760 2.232 2.550
H: 1.486 3.095 1.172
H: -2.017 1.994 1.816
H: -2.157 2.172 0.042
C: 2.112 -2.961 1.966
Ge: 2.954 -1.195 1.931
C: 3.030 -0.502 3.766
C: 4.786 -1.271 1.249
C: 1.867 0.189 1.015
H: 2.534 -3.534 2.793
H: 2.283 -3.520 1.046
H: 1.036 -2.881 2.125
H: 3.733 -1.099 4.349
H: 2.067 -0.538 4.277
H: 3.381 0.530 3.769
H: 5.417 -1.775 1.981
H: 5.177 -0.264 1.097
H: 4.859 -1.816 0.309
H: 2.229 1.182 1.296
Cl: 0.919 0.953 -4.640
C: 1.843 1.858 -3.536
Cl: 2.837 3.065 -4.184
Cl: 2.980 2.422 -1.127
C: 1.749 1.532 -2.144
N: 0.964 0.687 -1.681

HOMO-LUMO gap (spin up / spin down): 0.2633 / 0.2794 hartree
Multiplicity: 2
Total charge: +1
ΔE to the lowest compared entry with this formula, charge and spin: 0.1095 eV
Highest occupied orbital energy (spin up / spin down): -9.663 / -10.447 eV
DFT total energy: -4989.701639 Ha
Largest force on an atom: 0.5 eV/Å


Record 2
Molecular formula: C4H8INS
Method: DFT, ωB97M-V with the def2-TZVPD basis set

Geometry (Å):
C: 1.496 0.549 0.742
C: -0.046 0.656 1.055
C: -0.569 -0.681 0.420
I: -2.772 -0.859 0.796
C: -0.441 -0.864 -1.031
N: -0.811 0.215 -1.754
S: 0.234 -2.233 -1.709
H: 1.641 0.838 -0.307
H: 2.094 1.009 1.540
H: 1.748 -0.600 0.739
H: -0.233 0.596 2.113
H: -0.492 1.622 0.549
H: -0.042 -1.503 0.820
H: -1.307 0.984 -1.274
H: -0.499 0.272 -2.698

HOMO-LUMO gap: 0.3016 hartree
Multiplicity: 1
ΔE to the lowest compared entry with this formula, charge and spin: 0.0000 eV
Highest occupied orbital energy: -8.639 eV
DFT total energy: -907.829303 Ha
Largest force on an atom: 2.5 eV/Å


Record 3
Molecular formula: C2H2LiO2Tl
Method: DFT, ωB97M-V with the def2-TZVPD basis set

Geometry (Å):
O: -0.782 -0.148 0.001
C: 0.343 0.402 -0.518
C: 1.590 0.198 -0.174
O: 2.703 -0.044 0.130
H: 0.079 1.147 -1.260
Tl: -2.021 1.463 1.417
Li: -0.536 -1.524 1.585
H: -1.376 -1.494 -1.181

HOMO-LUMO gap (spin up / spin down): 0.1489 / 0.1491 hartree
Multiplicity: 1
ΔE to the lowest compared entry with this formula, charge and spin: 3.0715 eV
Highest occupied orbital energy (spin up / spin down): -5.285 / -5.292 eV
DFT total energy: -407.685032 Ha
Largest force on an atom: 2.7 eV/Å


Record 4
Molecular formula: C5H11N2S
Method: DFT, ωB97M-V with the def2-TZVPD basis set

Geometry (Å):
C: -0.298 -0.442 0.251
C: 1.473 1.307 -0.235
C: 0.092 1.858 0.298
C: 2.029 0.129 0.426
C: -2.416 -1.678 -0.192
N: -0.794 0.760 0.203
N: -1.027 -1.528 0.008
S: 2.778 -1.240 -0.146
H: 1.221 1.012 -1.366
H: 2.136 2.149 -0.139
H: 0.462 2.111 1.285
H: -0.180 2.756 -0.167
H: 1.949 0.077 1.476
H: -2.758 -2.599 -0.785
H: -2.670 -0.880 -0.825
H: -3.027 -1.709 0.758
H: -1.749 1.038 0.181
H: -0.547 -2.408 0.317
H: 3.325 -0.712 -1.350

HOMO-LUMO gap: 0.3030 hartree
Multiplicity: 1
Total charge: +1
ΔE to the lowest compared entry with this formula, charge and spin: 3.7265 eV
Highest occupied orbital energy: -12.905 eV
DFT total energy: -704.453623 Ha
Largest force on an atom: 4.7 eV/Å


Record 5
Molecular formula: C5H9N2
Method: DFT, ωB97M-V with the def2-TZVPD basis set

Geometry (Å):
C: 0.342 -0.839 0.246
C: 1.309 1.403 0.109
C: -2.059 -0.218 0.273
C: -3.334 0.116 -0.227
C: 2.526 -0.560 -0.164
N: -0.923 -0.501 0.337
N: 1.261 0.109 0.049
H: 0.704 -1.697 0.718
H: 2.272 1.738 -0.177
H: 0.454 1.972 0.410
H: -3.791 -0.724 -0.924
H: -3.189 1.117 -0.689
H: -4.023 0.235 0.667
H: 2.327 -1.527 -0.590
H: 3.113 -0.075 -0.917
H: 3.013 -0.550 0.880

HOMO-LUMO gap (spin up / spin down): 0.2899 / 0.2900 hartree
Multiplicity: 1
Total charge: +1
ΔE to the lowest compared entry with this formula, charge and spin: 4.8000 eV
Highest occupied orbital energy (spin up / spin down): -12.079 / -12.079 eV
DFT total energy: -305.053637 Ha
Largest force on an atom: 3.4 eV/Å


Record 6
Molecular formula: C13H18Cl2FeN2O
Method: DFT, ωB97M-V with the def2-TZVPD basis set

Geometry (Å):
Fe: 1.410 0.120 -1.048
Cl: 0.579 -1.835 -0.710
Cl: 1.862 1.741 0.276
C: 2.985 -0.167 -1.628
H: 3.585 0.794 -1.827
H: 3.122 -1.165 -2.195
C: -0.069 1.167 -2.034
C: 1.017 0.584 -2.684
H: 0.057 2.100 -1.438
C: 0.761 -0.553 -3.737
H: 1.778 1.277 -3.142
C: -0.504 -0.238 -4.543
H: 1.649 -0.669 -4.372
H: 0.654 -1.515 -3.213
C: -1.721 -0.052 -3.619
H: -0.320 0.702 -5.080
H: -0.712 -1.020 -5.283
C: -1.518 0.802 -2.311
H: -2.521 0.438 -4.186
H: -2.082 -1.039 -3.294
H: -2.059 1.771 -2.409
H: -1.935 0.256 -1.430
N: 0.152 0.317 6.502
C: 0.697 0.621 5.255
O: 1.633 1.310 5.129
C: -0.054 0.014 4.092
C: -1.231 -0.755 4.162
C: -1.818 -1.233 2.993
C: -1.217 -0.911 1.757
N: -0.116 -0.173 1.695
C: 0.467 0.276 2.791
H: 0.672 0.651 7.293
H: -0.541 -0.391 6.656
H: -1.690 -0.975 5.127
H: -2.712 -1.851 2.990
H: -1.618 -1.282 0.815
H: 1.359 0.883 2.651

HOMO-LUMO gap (spin up / spin down): 0.1947 / 0.2593 hartree
Multiplicity: 6
Total charge: -1
ΔE to the lowest compared entry with this formula, charge and spin: 2.4761 eV
Highest occupied orbital energy (spin up / spin down): -2.608 / -4.366 eV
DFT total energy: -2874.933847 Ha
Largest force on an atom: 8.9 eV/Å


Record 7
Molecular formula: C15H17Br2N5O3
Method: DFT, ωB97M-V with the def2-TZVPD basis set

Geometry (Å):
C: -5.811 -2.559 1.521
O: -5.522 -2.057 0.204
C: -4.342 -1.399 0.151
C: -3.210 -1.967 -0.420
Br: -3.274 -3.757 -1.117
C: -1.941 -1.220 -0.519
C: -1.785 0.014 0.385
C: -3.122 0.650 0.681
C: -4.329 -0.014 0.578
Br: -6.013 0.808 0.999
C: -0.702 0.986 -0.117
C: 0.356 1.029 0.922
C: 1.608 1.763 0.789
O: 1.759 2.659 -0.057
N: 2.678 1.411 1.588
C: 4.058 1.842 1.285
C: 4.755 0.659 0.597
C: 4.041 0.240 -0.638
C: 3.490 -0.981 -0.872
N: 2.660 -0.951 -2.013
C: 2.709 0.276 -2.461
N: 1.949 0.617 -3.535
N: 3.526 1.052 -1.654
N: 0.103 0.128 1.839
O: -1.244 -0.357 1.663
H: -6.630 -3.256 1.484
H: -6.064 -1.782 2.268
H: -4.927 -3.109 1.883
H: -1.870 -0.875 -1.542
H: -1.103 -1.909 -0.354
H: -3.135 1.663 1.080
H: -1.041 2.013 -0.281
H: -0.234 0.658 -1.052
H: 2.515 0.612 2.188
H: 4.572 2.104 2.238
H: 4.061 2.729 0.629
H: 5.812 0.927 0.321
H: 4.916 -0.183 1.268
H: 3.612 -1.849 -0.266
H: 1.576 -0.191 -4.039
H: 2.094 1.512 -4.001
H: 3.451 2.062 -1.623

HOMO-LUMO gap: 0.2807 hartree
Multiplicity: 1
ΔE to the lowest compared entry with this formula, charge and spin: 0.0000 eV
Highest occupied orbital energy: -7.742 eV
DFT total energy: -6229.239074 Ha
Largest force on an atom: 4.2 eV/Å


Record 8
Molecular formula: C5H6N
Method: DFT, ωB97M-V with the def2-TZVPD basis set

Geometry (Å):
C: 0.139 -1.804 0.352
C: -0.241 0.490 0.053
C: -0.639 1.862 0.107
C: 0.811 0.026 -0.971
C: -0.614 -0.680 0.814
N: 0.910 -1.776 -0.649
H: -0.085 -2.721 0.920
H: -1.449 2.140 0.827
H: -0.127 2.631 -0.420
H: 0.803 0.154 -2.072
H: 1.878 0.310 -0.591
H: -1.385 -0.631 1.632

HOMO-LUMO gap (spin up / spin down): 0.2764 / 0.2765 hartree
Multiplicity: 1
Total charge: +1
ΔE to the lowest compared entry with this formula, charge and spin: 4.5004 eV
Highest occupied orbital energy (spin up / spin down): -15.547 / -15.550 eV
DFT total energy: -248.450302 Ha
Largest force on an atom: 5.2 eV/Å